No. 1
DFT (ωB97M-V with the def2-TZVPD basis set) results for C26H31N3O3 in the gas phase in a non-equilibrium geometry.

Calculated values
HOMO-LUMO gap = 9.00 eV
ΔE to the lowest compared entry with this formula, charge and spin = 3.900 eV
SMILES = CCc1cc(CNC(=O)c2ccc(OC3CCN(CCc4ccccc4)CC3)cc2)on1
E = -38077.2858 eV

The geometry in XYZ format:
```
63
Properties=species:S:1:pos:R:3:mulliken_charge:R:1
C 7.314 -4.000 5.166 -1.13
C 6.991 -3.411 3.793 -0.54
C 6.017 -4.269 3.068 0.45
C 4.645 -4.476 3.372 -0.04
C 4.230 -5.368 2.428 0.29
C 2.896 -5.974 2.137 -1.10
N 2.086 -5.099 1.315 -0.15
C 1.140 -4.290 1.867 0.40
O 0.885 -4.316 3.056 -0.68
C 0.431 -3.399 0.912 0.55
C -0.170 -2.251 1.420 -1.17
C -0.858 -1.375 0.604 -0.07
C -0.979 -1.645 -0.757 0.80
O -1.641 -0.889 -1.663 -0.46
C -2.312 0.297 -1.263 0.32
C -3.334 0.626 -2.348 -1.16
C -4.199 1.805 -1.891 -0.51
N -3.462 2.636 -0.959 0.20
C -4.162 3.805 -0.493 -1.03
C -4.565 4.878 -1.534 -1.25
C -3.389 5.509 -2.219 0.67
C -2.517 6.325 -1.507 -0.12
C -1.417 6.892 -2.124 -0.71
C -1.175 6.658 -3.467 -0.42
C -2.044 5.858 -4.189 -0.61
C -3.142 5.289 -3.568 -0.34
C -2.081 2.803 -1.360 -0.60
C -1.339 1.478 -1.117 -0.91
C -0.393 -2.809 -1.268 -0.79
C 0.303 -3.670 -0.450 -0.61
O 5.263 -5.667 1.619 -0.16
N 6.360 -4.984 2.029 -0.60
H 8.025 -3.364 5.689 0.34
H 7.750 -4.990 5.058 0.33
H 6.413 -4.083 5.770 0.32
H 7.900 -3.338 3.195 0.29
H 6.566 -2.412 3.914 0.28
H 4.064 -4.036 4.154 0.46
H 3.033 -6.930 1.625 0.35
H 2.348 -6.115 3.072 0.40
H 2.399 -4.930 0.373 0.27
H -0.084 -2.055 2.478 0.42
H -1.300 -0.493 1.038 0.40
H -2.849 0.127 -0.322 0.31
H -3.953 -0.247 -2.548 0.48
H -2.794 0.870 -3.264 0.28
H -5.090 1.442 -1.367 0.41
H -4.534 2.362 -2.781 0.24
H -3.534 4.272 0.270 0.52
H -5.079 3.453 -0.006 0.45
H -5.126 5.646 -0.995 0.43
H -5.234 4.434 -2.273 0.44
H -2.705 6.520 -0.461 0.39
H -0.748 7.522 -1.556 0.38
H -0.317 7.101 -3.950 0.40
H -1.868 5.678 -5.240 0.38
H -3.817 4.667 -4.141 0.32
H -1.630 3.596 -0.762 0.49
H -1.991 3.097 -2.417 0.26
H -0.891 1.473 -0.123 0.32
H -0.538 1.359 -1.847 0.27
H -0.509 -3.015 -2.320 0.43
H 0.715 -4.573 -0.875 0.39
```



No. 2
DFT (ωB97M-V with the def2-TZVPD basis set) results for a molecular structure, C26H32Br2F3N3S5Sr in a non-equilibrium geometry.

Calculated values
HOMO-LUMO gap = 8.21 eV
ΔE to the lowest compared entry with this formula, charge and spin = 0.367 eV
E = -235193.0736 eV
charge = +2

The geometry in XYZ format:
```
72
Properties=species:S:1:pos:R:3:mulliken_charge:R:1
Sr 0.293 -0.402 -0.183 1.66
C 0.595 3.252 1.449 -0.86
C 1.612 3.250 0.309 -0.11
S 0.950 2.468 -1.187 0.27
C 2.397 2.492 -2.270 -1.28
C 3.603 1.687 -1.806 -0.63
S 3.217 -0.065 -1.589 0.03
C 4.516 -0.563 -0.435 -0.74
C 4.451 0.068 0.949 -0.93
S 2.916 -0.333 1.813 0.18
C 2.801 1.088 2.925 -0.71
C 1.376 1.334 3.398 -1.13
S 0.125 1.640 2.131 0.22
H -0.341 3.699 1.117 0.19
H 0.972 3.860 2.273 0.57
H 2.522 2.728 0.601 -0.45
H 1.872 4.281 0.061 0.55
H 2.693 3.530 -2.421 0.52
H 2.035 2.131 -3.235 0.43
H 3.991 2.087 -0.872 0.32
H 4.392 1.776 -2.552 0.51
H 5.485 -0.354 -0.888 0.52
H 4.441 -1.650 -0.367 0.39
H 4.533 1.154 0.892 0.42
H 5.299 -0.287 1.534 0.50
H 3.191 1.963 2.406 0.31
H 3.435 0.918 3.795 0.48
H 1.362 2.176 4.090 0.49
H 0.995 0.474 3.953 0.43
Br 2.761 -6.602 1.908 -0.09
C 2.007 -5.114 1.093 -0.21
C 2.658 -4.488 0.043 -0.75
C 2.069 -3.364 -0.501 -1.11
N 0.903 -2.854 -0.082 0.19
C 0.255 -3.515 0.897 0.39
C 0.781 -4.631 1.522 -0.59
C -1.123 -3.023 1.248 0.39
C -2.116 -3.925 1.585 -0.69
C -3.392 -3.439 1.834 -0.26
Br -4.765 -4.610 2.276 -0.07
C -3.645 -2.081 1.738 -0.82
C -2.593 -1.256 1.393 -0.30
N -1.354 -1.701 1.146 0.00
H 3.596 -4.862 -0.342 0.50
H 2.550 -2.852 -1.328 0.96
H 0.251 -5.115 2.330 0.62
H -1.916 -4.986 1.631 0.62
H -4.630 -1.676 1.922 0.51
H -2.751 -0.186 1.306 0.31
C -3.368 3.093 1.098 -1.16
S -2.478 2.311 -0.258 0.47
C -2.467 3.668 -1.438 -1.10
H -2.843 3.978 1.458 0.33
H -3.440 2.375 1.915 0.34
H -4.373 3.370 0.785 0.42
H -3.486 3.942 -1.709 0.42
H -1.938 3.346 -2.333 0.29
H -1.951 4.538 -1.032 0.36
F -5.043 -0.079 -5.429 -0.27
C -4.772 -1.201 -4.757 0.70
F -4.542 -2.181 -5.640 -0.23
F -5.853 -1.534 -4.038 -0.23
C -3.575 -1.027 -3.844 0.48
C -3.178 -2.091 -3.049 -1.16
C -2.096 -1.915 -2.215 -0.50
N -1.411 -0.761 -2.131 0.35
C -1.805 0.246 -2.917 -0.62
C -2.876 0.161 -3.789 -0.67
H -3.698 -3.039 -3.078 0.47
H -1.754 -2.728 -1.584 0.44
H -1.237 1.167 -2.847 0.55
H -3.155 1.007 -4.403 0.53
```



No. 3
DFT (ωB97M-V with the def2-TZVPD basis set) results for CH4N2O2 in the gas phase in a non-equilibrium geometry.

Calculated values
HOMO-LUMO gap = 10.78 eV
ΔE to the lowest compared entry with this formula, charge and spin = 3.260 eV
SMILES = [H]/N=N\OCO
E = -8173.4258 eV

The geometry in XYZ format:
```
9
Properties=species:S:1:pos:R:3:mulliken_charge:R:1
H -2.553 0.511 0.498 0.25
N -2.364 -0.244 -0.183 -0.41
N -1.219 -0.369 -0.305 0.08
O -0.296 0.573 0.231 -0.19
C 1.097 0.390 -0.001 0.03
O 1.544 -0.896 0.296 -0.54
H 1.447 1.080 0.882 0.19
H 1.247 0.604 -1.101 0.24
H 1.097 -1.649 -0.317 0.36
```



No. 4
DFT (ωB97M-V with the def2-TZVPD basis set) results for C3H6O in the gas phase in a non-equilibrium geometry.

Calculated values
HOMO-LUMO gap = 11.08 eV
ΔE to the lowest compared entry with this formula, charge and spin = 1.867 eV
SMILES = OC1CC1
E = -5253.8273 eV

The geometry in XYZ format:
```
10
Properties=species:S:1:pos:R:3:mulliken_charge:R:1
O 1.489 -0.168 -0.206 -0.51
C 0.244 -0.126 0.458 -0.03
C -0.754 0.837 -0.055 -0.47
C -1.087 -0.655 -0.206 -0.54
H 1.850 0.705 -0.032 0.33
H 0.415 -0.345 1.546 0.28
H -0.206 1.467 -0.882 0.21
H -1.582 1.400 0.439 0.25
H -1.817 -1.047 0.569 0.22
H -0.988 -1.166 -1.169 0.26
```



No. 5
DFT (ωB97M-V with the def2-TZVPD basis set) results for 13 unconnected molecules or ions with the total composition C45H61F6NO37 in a non-equilibrium geometry.

Calculated values
HOMO-LUMO gap = 8.47 eV
E = -141204.3454 eV

The geometry in XYZ format:
```
150
Properties=species:S:1:pos:R:3:mulliken_charge:R:1
C -15.557 -41.696 -23.285 -1.32
C -14.367 -40.780 -22.946 2.57
C -13.561 -40.368 -24.197 -0.42
C -14.192 -39.167 -24.886 -0.03
C -14.285 -38.008 -23.938 -1.64
C -15.260 -38.405 -22.824 2.35
N -14.789 -39.605 -22.171 0.33
O -15.148 -39.879 -20.848 -0.06
C -15.213 -37.242 -21.764 -1.47
C -16.759 -38.538 -23.295 -1.46
C -13.334 -41.562 -22.133 -3.16
H -16.190 -41.650 -22.395 -0.39
H -15.331 -42.720 -23.577 0.45
H -16.165 -41.279 -24.096 0.41
H -12.500 -40.311 -23.996 -0.27
H -13.701 -41.178 -24.922 0.05
H -15.106 -39.438 -25.408 0.42
H -13.451 -38.850 -25.632 -0.02
H -14.717 -37.128 -24.419 0.19
H -13.358 -37.664 -23.474 0.34
H -16.199 -36.845 -21.515 -0.10
H -14.706 -37.495 -20.836 0.32
H -14.808 -36.273 -22.084 0.46
H -17.277 -39.349 -22.783 -0.26
H -17.356 -37.648 -23.073 0.57
H -16.910 -38.632 -24.374 0.22
H -13.736 -42.013 -21.222 0.51
H -12.622 -40.826 -21.752 0.74
H -12.680 -42.265 -22.647 0.35
H -14.324 -39.866 -20.347 0.25
C -15.286 -34.600 -27.193 -0.41
C -15.501 -36.063 -26.777 1.09
O -15.948 -36.703 -27.959 -0.38
C -15.655 -35.882 -29.046 0.58
O -15.865 -36.195 -30.159 -0.54
O -15.179 -34.716 -28.607 -0.36
H -14.370 -34.202 -26.767 0.27
H -16.161 -34.016 -26.907 0.29
H -16.236 -36.000 -25.974 0.27
H -14.547 -36.474 -26.443 -0.73
C -19.360 -41.505 -21.628 1.17
C -19.836 -40.094 -21.350 -0.26
O -20.240 -39.691 -22.641 -0.31
C -20.729 -40.778 -23.268 0.50
O -21.439 -40.731 -24.189 -0.53
O -20.255 -41.911 -22.686 -0.41
H -19.493 -42.230 -20.837 0.39
H -18.326 -41.461 -21.972 -0.77
H -19.175 -39.428 -20.801 -0.04
H -20.630 -40.177 -20.591 0.32
C -17.116 -41.974 -16.835 -0.03
C -16.611 -41.153 -18.021 0.23
O -17.185 -39.849 -17.767 -0.32
C -18.054 -39.910 -16.752 0.59
O -18.695 -38.998 -16.415 -0.51
O -18.036 -41.122 -16.169 -0.36
H -16.248 -42.380 -16.318 0.21
H -17.678 -42.824 -17.219 0.24
H -17.041 -41.400 -18.991 -0.19
H -15.543 -40.966 -18.065 0.18
C -18.846 -36.379 -20.439 0.78
C -19.465 -36.405 -19.006 -0.23
O -20.856 -36.159 -19.270 -0.38
C -21.026 -35.697 -20.522 0.69
O -21.972 -35.112 -20.900 -0.52
O -19.971 -36.073 -21.270 -0.41
H -18.584 -37.370 -20.815 -0.62
H -17.984 -35.723 -20.534 0.30
H -19.064 -35.668 -18.315 0.27
H -19.451 -37.384 -18.531 0.13
C -10.566 -37.163 -30.751 -0.43
C -10.539 -35.951 -29.796 -0.33
O -11.686 -36.231 -28.943 -0.24
C -12.112 -37.512 -29.145 0.32
O -12.916 -38.053 -28.450 -0.12
O -11.333 -38.129 -30.062 -0.33
H -9.578 -37.515 -31.047 0.32
H -11.004 -36.798 -31.690 0.28
H -10.758 -35.056 -30.370 0.28
H -9.694 -35.932 -29.108 0.24
C -14.554 -40.627 -28.464 0.04
C -14.310 -41.660 -29.608 -0.46
O -13.220 -42.459 -29.138 -0.40
C -12.967 -42.124 -27.864 0.44
O -12.288 -42.764 -27.137 -0.51
O -13.507 -40.945 -27.545 0.22
H -15.548 -40.724 -28.038 0.24
H -14.433 -39.654 -28.927 -0.08
H -14.213 -41.225 -30.597 0.35
H -15.194 -42.307 -29.593 0.27
C -8.438 -37.838 -19.362 -0.38
C -9.652 -38.635 -19.729 0.72
O -10.508 -38.410 -18.625 -0.32
C -9.698 -38.318 -17.540 0.50
O -10.025 -38.394 -16.432 -0.46
O -8.401 -38.136 -17.948 -0.36
F -9.398 -39.973 -19.815 -0.30
H -8.498 -36.772 -19.578 0.32
H -7.542 -38.277 -19.797 0.28
H -10.104 -38.324 -20.673 0.00
C -10.253 -37.618 -25.458 -0.11
C -9.171 -36.686 -24.898 0.61
O -9.834 -35.447 -24.745 -0.39
C -11.070 -35.509 -25.332 0.47
O -11.740 -34.551 -25.492 -0.52
O -11.159 -36.650 -26.029 -0.19
F -8.203 -36.512 -25.899 -0.37
H -10.777 -38.128 -24.647 -0.21
H -10.043 -38.418 -26.160 0.38
H -8.734 -37.027 -23.963 0.24
C -13.623 -44.858 -23.951 0.33
C -12.531 -45.897 -23.835 0.22
O -13.122 -46.829 -22.945 -0.33
C -14.476 -46.726 -23.040 0.61
O -15.273 -47.392 -22.530 -0.46
O -14.778 -45.688 -23.833 -0.31
F -11.318 -45.470 -23.448 -0.21
H -13.608 -44.176 -24.801 0.18
H -13.749 -44.160 -23.114 -0.29
H -12.370 -46.377 -24.806 0.22
C -18.433 -45.410 -22.648 -0.48
C -17.341 -44.968 -21.641 1.42
O -17.320 -46.016 -20.745 -0.31
C -18.275 -46.938 -21.008 0.53
O -18.494 -47.879 -20.366 -0.50
O -18.909 -46.665 -22.172 -0.35
F -17.824 -43.778 -21.065 -0.24
H -17.870 -45.541 -23.580 0.27
H -19.208 -44.677 -22.849 0.30
H -16.438 -44.750 -22.208 -0.69
C -9.022 -41.840 -25.392 -0.30
C -7.771 -42.016 -24.519 0.23
O -8.027 -41.208 -23.399 -0.35
C -8.954 -40.281 -23.723 0.40
O -9.264 -39.346 -23.051 -0.39
O -9.650 -40.688 -24.813 -0.14
F -6.690 -41.517 -25.197 -0.31
H -9.714 -42.665 -25.227 0.27
H -8.681 -41.745 -26.418 0.24
H -7.582 -43.029 -24.178 0.34
C -12.703 -46.134 -17.822 -0.52
C -13.909 -45.181 -18.026 0.51
O -13.564 -44.392 -19.111 -0.11
C -12.466 -44.906 -19.734 0.42
O -12.038 -44.470 -20.741 -0.39
O -11.916 -45.874 -18.997 -0.38
F -14.196 -44.438 -16.927 -0.32
H -13.081 -47.150 -17.944 0.29
H -12.147 -46.093 -16.890 0.29
H -14.780 -45.819 -18.177 0.16
```